# 1
The following is a DFT calculation (wB97M-V/def2-TZVPD) of a cluster of 2 separate species, C6H15N2O3 in total in a non-equilibrium geometry.

Geometry (Å):
H (1.414, -2.288, -0.285)
O (1.127, 0.593, -0.418)
N (1.846, 0.719, 0.816)
C (3.084, 0.900, 0.785)
N (3.827, 1.240, -0.325)
H (-0.156, -0.175, 1.847)
H (3.576, 1.058, 1.806)
C (-3.394, 1.356, -0.147)
H (-1.823, 2.699, -0.413)
H (0.213, -1.911, -1.526)
C (-0.818, -0.068, 1.003)
O (-1.225, 1.143, 0.857)
C (-1.916, 1.621, -0.344)
H (-1.517, -2.887, 0.123)
H (-1.453, 1.208, -1.219)
C (-0.649, -2.335, 0.481)
H (1.537, 1.118, -1.197)
H (3.305, 0.839, -1.065)
H (-3.517, 0.279, -0.240)
H (0.506, -3.569, -1.078)
C (0.361, -2.561, -0.621)
H (-0.212, -2.388, 1.451)
O (-1.254, -0.963, 0.287)
H (-3.906, 1.787, -0.979)
H (4.785, 0.806, -0.428)
H (-3.741, 1.777, 0.829)

As for the net charge: +1. The calculation puts the calculated total energy at -15577.969 eV. As for the HOMO energy: -13.1137 eV. As for the energy above the lowest of the compared OMol25 structures with the same formula, charge and spin: 95.88 kJ/mol.

Löwdin population analysis, charges in e, atoms 1 to 6: H 0.09; O -0.12; N -0.01; C -0.28; N 0.10; H 0.17



# 2
The following is a DFT calculation (wB97M-V/def2-TZVPD) of an isolated molecule of C18H21N3O3.

Geometry (Å):
C (1.243, -0.360, 0.925)
C (-0.810, 0.166, 2.073)
C (-3.972, -2.176, 1.012)
H (2.227, -2.281, 0.793)
H (-0.091, -0.548, -1.929)
C (2.489, 1.443, -2.022)
C (-2.147, -0.023, -0.414)
C (-0.777, 0.660, -0.284)
C (4.873, 2.589, -2.852)
C (2.019, 0.382, -0.102)
H (-4.648, -0.486, -0.121)
O (-0.349, -0.148, 3.156)
H (-3.451, -3.623, 2.524)
H (1.680, 2.082, -3.912)
C (3.647, 1.417, -1.200)
C (-3.246, -2.566, 2.298)
H (-0.957, 1.739, -0.143)
C (3.740, 2.622, -3.671)
H (0.531, -2.359, 1.306)
C (2.550, 2.056, -3.273)
C (-4.121, -0.663, 0.821)
O (-1.858, -2.384, 2.117)
O (-2.551, -0.525, -1.441)
N (-2.849, 0.026, 0.733)
H (-3.407, -2.577, 0.170)
C (1.234, -1.868, 0.640)
H (-4.967, -2.621, 1.011)
H (-3.617, -1.963, 3.138)
H (-4.695, -0.225, 1.641)
H (-2.254, 1.731, 1.801)
C (-2.253, 0.634, 1.898)
H (-1.423, -2.290, 2.972)
H (-0.366, 1.138, -2.336)
H (-2.818, 0.371, 2.791)
H (3.955, 0.603, 0.733)
N (3.330, 0.768, -0.037)
H (3.809, 3.101, -4.636)
C (4.843, 1.989, -1.612)
N (-0.124, 0.162, 0.921)
H (5.719, 1.963, -0.979)
C (1.470, 0.770, -1.289)
H (5.788, 3.043, -3.202)
C (0.039, 0.477, -1.570)
H (1.632, -0.189, 1.936)
H (0.929, -2.057, -0.386)

As for the net charge: 0. The calculation puts the calculated total energy at -29621.124 eV. As for the HOMO energy: -7.8225 eV. The SMILES is C[C@H]1c2[nH]c3ccccc3c2C[C@H]2C(=O)N(CCCO)CC(=O)N21. As for the energy above the lowest of the compared OMol25 structures with the same formula, charge and spin: 30.32 kJ/mol.

Löwdin population analysis, charges in e, atoms 1 to 6: C -0.22; C -0.45; C -0.14; H 0.08; H 0.13; C -0.11



# 3
The following is a DFT calculation (wB97M-V/def2-TZVPD) of a cluster of 2 separate species, C4H6INO in total in a non-equilibrium geometry.

Geometry (Å):
H (0.190, 3.159, 0.064)
H (-1.405, 2.038, -0.247)
H (-0.846, -1.656, -0.606)
O (1.750, 0.671, -0.027)
H (-0.700, 1.785, 1.136)
I (-3.486, -0.035, 0.116)
H (0.557, -3.314, 0.059)
C (1.057, -2.426, 0.093)
H (1.997, -2.164, 0.312)
C (0.217, -1.376, -0.287)
C (-0.387, 2.148, 0.231)
N (0.411, 1.233, -0.522)
C (0.646, -0.063, -0.320)

As for the net charge: 0. The calculation puts the calculated total energy at -15876.971 eV. As for the HOMO energy (alpha / beta): -7.1309 / -7.1313 eV. As for the energy above the lowest of the compared OMol25 structures with the same formula, charge and spin: 660.59 kJ/mol.

Löwdin population analysis, charges in e, atoms 1 to 6: H 0.15; H 0.03; H 0.08; O 0.14; H 0.04; I -0.51



# 4
The following is a DFT calculation (wB97M-V/def2-TZVPD) of a structure of composition C17H19BBeN6O2 in a non-equilibrium geometry.

Geometry (Å):
O (1.890, -0.483, 1.183)
N (-0.864, -1.308, 0.870)
H (-0.774, -0.171, -1.347)
H (-1.342, 2.501, -1.697)
H (0.017, -1.130, 2.791)
C (1.729, 1.843, 1.643)
C (3.193, 3.003, 3.202)
C (-3.375, 1.654, -1.921)
C (1.057, 3.047, 1.404)
N (-0.838, -2.320, -1.779)
H (2.627, -0.194, -2.930)
C (1.431, -2.528, -1.953)
Be (0.867, -0.276, -1.388)
N (-1.646, 0.397, -1.449)
C (1.488, 4.228, 2.008)
O (0.622, 0.817, -0.205)
C (-0.809, -1.491, 2.195)
H (-2.146, -2.520, 3.632)
N (-2.719, -0.393, -1.390)
H (-1.335, -4.343, -2.169)
H (2.457, -2.158, -1.806)
H (0.968, 5.146, 1.751)
C (1.399, 0.603, 0.849)
C (-0.548, -3.606, -2.055)
H (1.393, -4.609, -2.498)
H (0.221, 2.999, 0.709)
H (3.273, 0.888, 2.847)
H (4.018, 3.015, 3.911)
N (-2.011, -1.902, 0.441)
N (0.419, -1.644, -1.690)
H (-3.600, -3.005, 1.338)
C (-3.786, 0.332, -1.765)
H (-4.030, 2.502, -2.106)
H (-3.109, -2.642, -1.405)
B (-2.298, -1.844, -1.070)
C (2.769, 1.820, 2.593)
C (2.483, 0.184, -1.906)
H (2.890, 5.163, 3.344)
H (2.557, 1.286, -1.912)
C (-1.933, -2.222, 2.623)
C (2.567, 4.219, 2.900)
H (-4.740, -0.162, -1.873)
C (-2.676, -2.467, 1.475)
H (3.380, -0.114, -1.363)
C (-1.975, 1.641, -1.829)
C (0.841, -3.756, -2.200)

As for the net charge: 0. The calculation puts the calculated total energy at -32051.489 eV. As for the HOMO energy: -8.2487 eV. As for the energy above the lowest of the compared OMol25 structures with the same formula, charge and spin: 0.00 kJ/mol.

Löwdin population analysis, charges in e, atoms 1 to 6: O 0.03; N 0.08; H 0.10; H 0.14; H 0.10; C -0.12



# 5
The following is a DFT calculation (wB97M-V/def2-TZVPD) of a cluster of 2 separate species, H2N5O2 in total in a non-equilibrium geometry.

Geometry (Å):
O (-0.383, 2.351, -1.621)
N (-0.555, -0.037, -1.314)
N (0.348, -0.022, 0.629)
O (-1.093, -0.288, -2.402)
N (-0.286, 1.312, -0.889)
N (-0.091, -0.800, -0.382)
N (0.272, 1.233, 0.293)
H (1.012, -1.620, 3.028)
H (0.775, -2.128, 2.657)

As for the net charge: -1. The calculation puts the calculated total energy at -11573.065 eV. As for the HOMO energy: -3.8077 eV. As for the energy above the lowest of the compared OMol25 structures with the same formula, charge and spin: 106.39 kJ/mol.

Löwdin population analysis, charges in e, atoms 1 to 6: O -0.15; N -0.31; N -0.12; O -0.10; N -0.29; N 0.01



# 6
The following is a DFT calculation (wB97M-V/def2-TZVPD) of a cluster of 2 separate species, ClFH2NOP in total in a non-equilibrium geometry.

Geometry (Å):
Cl (-3.814, -0.092, 0.087)
P (-1.833, -0.092, -0.035)
O (-1.224, -1.411, -0.195)
F (1.323, -0.812, 0.160)
N (-1.176, 1.316, -0.090)
H (-0.227, 1.016, -0.252)
H (0.582, -1.343, -0.212)

As for the net charge: 0. The calculation puts the calculated total energy at -28099.444 eV. As for the HOMO energy: -11.5141 eV. As for the energy above the lowest of the compared OMol25 structures with the same formula, charge and spin: 141.83 kJ/mol.

Löwdin population analysis, charges in e, atoms 1 to 6: Cl 0.40; P 0.25; O -0.37; F -0.15; N -0.17; H -0.03